The following is a quantum chemistry calculation of a 15-piece molecular cluster, C70H111B4F16N9O10 overall at a distorted geometry, from the Open Molecules 2025 dataset.

XYZ file:
```
220
Properties=species:S:1:pos:R:3:forces:R:3:mulliken_charge:R:1
C -14.17036 -2.83248 30.47658 1.129 1.106 0.317 -1.50
C -14.16999 -4.20888 29.80519 -0.565 -0.505 1.001 0.60
C -15.06590 -5.10216 30.64599 -0.133 -0.285 1.875 -1.09
N -14.99123 -6.58882 30.34013 -1.485 0.459 -0.120 0.78
C -13.62919 -7.04075 30.31968 1.723 0.333 -1.316 -1.18
C -15.80968 -7.43530 31.27656 -0.773 -0.490 -0.375 -0.59
C -17.23476 -6.96408 31.01864 -0.543 -2.442 -1.035 -0.56
C -17.25361 -6.93238 29.45836 1.213 0.696 -0.486 1.81
C -15.75484 -6.86521 29.01730 -0.226 -1.095 1.598 0.59
H -14.33999 -2.09945 29.69776 -0.706 0.392 0.122 0.40
H -13.12052 -2.54373 30.77064 -1.007 -0.547 0.174 0.36
H -14.84142 -2.68035 31.37730 0.614 -0.257 -1.255 0.33
H -13.15062 -4.58710 29.87788 -0.148 0.020 -0.621 0.33
H -14.60058 -4.19734 28.79790 0.510 0.205 0.068 -0.13
H -16.11940 -4.77128 30.59065 0.587 -0.258 -0.260 0.31
H -14.77339 -5.02020 31.73997 -0.221 -0.116 -1.111 0.51
H -13.12709 -6.99893 31.27793 -0.209 0.346 0.354 0.29
H -13.05881 -6.46142 29.56070 -0.288 -0.695 0.714 0.26
H -13.62674 -8.05273 29.98708 0.080 -0.800 -0.308 0.31
H -15.73115 -8.47783 30.87541 0.092 0.796 0.350 0.12
H -15.51860 -7.45752 32.32629 0.465 0.535 -0.140 0.55
H -17.90590 -7.82137 31.35229 0.513 1.476 -0.089 0.14
H -17.46588 -6.01324 31.44964 -0.343 0.295 0.516 0.52
H -17.69163 -7.83119 29.03944 -0.087 -0.076 0.076 -0.77
H -17.67606 -6.06855 28.95741 -0.731 0.133 0.461 -0.94
H -15.40046 -7.81874 28.65464 0.197 -0.237 0.030 -0.27
H -15.48442 -6.14093 28.29301 -0.066 0.906 -0.490 -0.37
C -27.04768 -5.32219 19.04717 0.138 -0.293 0.819 -1.53
C -26.16707 -6.53508 19.47791 0.149 1.257 -0.069 0.18
C -24.86954 -6.51723 18.63743 -1.521 0.767 -1.842 -0.57
N -24.30983 -7.84117 18.33799 1.738 -0.105 0.915 0.41
C -25.18111 -8.71409 17.49135 0.399 0.208 0.136 -0.80
C -23.97257 -8.48402 19.68219 -0.341 1.303 0.207 0.81
C -22.74806 -9.31146 19.48929 -0.098 -0.814 -2.947 0.18
C -22.09514 -8.82902 18.10843 -0.826 -0.645 0.490 -1.07
C -22.90403 -7.63240 17.75079 -0.853 0.608 -1.024 -0.72
H -28.03211 -5.30462 19.52867 0.103 -0.456 -0.164 0.41
H -27.18081 -5.27488 17.96427 0.035 0.030 0.124 0.37
H -26.59531 -4.40646 19.42056 0.302 0.240 -0.366 0.32
H -26.73052 -7.44447 19.36619 -0.120 -0.509 -0.199 0.12
H -25.94499 -6.46539 20.55323 0.063 -0.012 -0.319 0.09
H -24.06727 -5.86027 18.97998 -0.202 -0.206 0.513 0.23
H -25.10680 -6.15660 17.60670 -0.145 0.191 0.675 0.55
H -24.85420 -9.72163 17.74385 -0.255 -0.161 -0.458 0.35
H -25.01355 -8.45483 16.42021 -0.286 -0.228 0.850 0.22
H -26.22200 -8.59977 17.82507 0.406 -0.130 -0.321 0.32
H -24.84722 -9.01287 20.01399 -0.020 -0.111 0.127 -0.29
H -23.78535 -7.63986 20.36702 0.049 -0.313 -0.236 -0.89
H -23.03877 -10.34406 19.28522 0.227 -0.041 0.645 0.80
H -22.09317 -9.21601 20.29557 0.891 -0.159 1.323 0.09
H -22.28770 -9.59581 17.36874 0.290 -0.371 -0.117 0.59
H -21.03500 -8.56919 18.08412 -0.157 -0.249 0.256 0.56
H -22.98152 -7.40864 16.64888 -0.010 -0.154 1.153 0.51
H -22.50995 -6.78619 18.29245 0.090 0.498 -0.061 0.13
C -20.75267 -14.64145 29.35358 0.351 2.206 -2.163 -1.12
C -21.60301 -13.35707 29.74535 1.313 -1.911 0.589 -0.78
C -21.14411 -12.18166 28.93445 1.169 0.949 1.943 0.01
N -21.73228 -10.83606 29.28258 -1.190 0.437 0.516 1.41
C -23.21978 -11.00306 29.20043 -0.347 0.306 -0.037 -0.92
C -21.18416 -9.77913 28.37602 -0.627 0.867 0.231 -0.01
C -21.44488 -8.42998 29.05563 0.953 0.908 0.629 -0.19
C -21.23897 -8.72619 30.60463 -0.551 -0.213 -1.539 -0.27
C -21.37725 -10.26144 30.65117 -1.935 -0.051 0.517 -1.10
H -19.71862 -14.39168 29.61272 -0.037 -0.635 0.299 0.34
H -20.74871 -14.61902 28.22639 -0.075 -0.361 0.898 0.09
H -21.08645 -15.63347 29.64247 -0.144 0.313 0.544 0.40
H -21.42162 -13.21344 30.80625 -0.274 0.322 0.283 0.35
H -22.61176 -13.63529 29.58270 -1.129 0.085 -0.166 0.51
H -21.33134 -12.32833 27.92492 -0.463 -0.315 -2.093 0.13
H -20.09692 -11.96533 29.09533 0.554 -0.572 -0.137 -0.01
H -23.53032 -11.17916 28.16575 0.124 0.183 0.102 -0.02
H -23.70989 -10.15932 29.67687 -0.005 0.322 -0.384 0.48
H -23.51003 -11.87444 29.78338 0.212 0.067 -0.011 0.34
H -21.66525 -9.79442 27.42487 -0.348 -0.446 -0.808 0.19
H -20.12543 -9.97715 28.29828 0.192 0.058 -0.059 -0.62
H -22.39846 -7.91747 28.84090 0.048 -0.870 0.044 0.21
H -20.70480 -7.68984 28.67259 -0.234 -0.564 0.368 0.18
H -21.98625 -8.21678 31.22549 0.219 -0.158 -0.219 0.42
H -20.23342 -8.44346 30.93426 -0.273 -0.070 -0.116 -0.33
H -22.14675 -10.62121 31.35185 0.294 0.195 -0.235 0.56
H -20.47054 -10.65792 30.93297 2.020 -1.127 0.479 0.56
C -20.30139 -14.51485 23.52766 -1.333 1.742 -1.169 0.03
N -19.05264 -13.79682 23.87288 -0.076 -0.886 -0.834 0.26
C -18.08352 -13.65904 22.93348 0.964 -0.097 1.936 -0.67
C -16.82946 -13.16800 23.35642 -0.242 0.363 -1.344 -0.67
C -16.65837 -12.66191 24.65248 -0.912 -0.870 -2.005 0.84
C -17.75208 -12.72867 25.49717 -0.293 0.090 0.085 -0.58
C -18.93276 -13.30392 25.10752 0.537 0.226 -0.021 -1.12
C -15.44618 -11.94046 24.98734 -1.050 -0.969 2.977 1.56
C -14.74108 -11.21831 24.13660 1.625 1.611 -2.689 -1.24
C -13.66141 -10.48883 24.56569 1.622 0.506 -0.224 -0.37
N -13.30273 -10.40293 25.84138 0.159 -0.803 -0.720 0.52
C -14.02709 -11.08817 26.74441 -0.088 0.794 -0.412 -0.49
C -15.05602 -11.87781 26.32763 -0.100 -0.322 0.736 -0.87
C -11.95375 -9.92600 26.17460 1.593 -0.055 0.292 -1.10
H -20.60742 -14.08119 22.50868 0.327 -0.714 1.407 0.23
H -21.03056 -14.26456 24.32599 0.309 -0.210 -0.506 -0.50
H -20.22351 -15.59229 23.48770 0.644 -0.160 0.006 0.45
H -18.34071 -14.02682 21.96281 0.119 0.035 -0.320 0.86
H -16.03271 -13.03863 22.57782 -0.946 -0.300 0.895 0.33
H -17.76793 -12.28874 26.45650 0.319 0.398 1.014 0.60
H -19.79712 -13.32730 25.75578 -0.259 -0.299 0.001 0.67
H -14.90077 -11.20864 23.07522 -0.380 0.090 -0.305 0.38
H -12.92188 -10.04681 23.89827 -0.661 0.088 -0.129 0.39
H -13.76793 -10.82297 27.73396 0.105 -0.416 1.103 0.48
H -15.55408 -12.49405 27.05099 -0.331 0.112 0.380 0.70
H -11.55098 -9.28221 25.36049 -0.393 -0.838 0.287 0.37
H -11.30307 -10.84640 26.36581 -0.826 1.264 -0.518 0.29
H -11.88669 -9.24745 27.04327 -0.519 -0.545 0.048 0.44
C -25.33944 -11.94675 23.70628 0.723 1.336 -0.559 -0.53
N -24.05311 -11.16347 23.56312 -0.715 0.069 -0.222 0.53
C -24.08175 -9.86187 23.16144 0.398 -1.391 1.181 -1.55
C -22.91437 -9.15434 23.29176 0.007 0.425 -0.801 -0.32
C -21.71221 -9.77401 23.61834 -0.337 -1.629 -0.236 0.60
C -21.67499 -11.17330 23.72871 -3.180 1.363 0.193 -0.17
C -22.90976 -11.81078 23.82407 0.427 0.871 -0.802 -0.79
C -20.47218 -9.09714 23.95495 0.782 1.889 0.028 0.33
C -20.51364 -7.93613 24.76744 -0.848 -0.405 0.170 -0.44
C -19.33236 -7.51070 25.33490 -0.560 0.847 0.089 -0.21
N -18.19805 -8.09654 25.00169 2.269 0.274 0.548 1.47
C -18.09936 -9.06263 24.10993 -1.143 -0.593 -0.705 -0.52
C -19.23359 -9.58400 23.52623 -0.599 0.020 0.750 -0.10
C -16.89295 -7.68874 25.61447 -0.519 -1.028 0.718 0.06
H -25.90660 -11.54811 24.53769 -0.025 0.268 0.075 0.29
H -24.97054 -12.89880 23.99819 -0.406 -1.073 -0.108 0.16
H -25.90805 -11.87102 22.76242 0.327 -0.369 0.500 0.21
H -25.06507 -9.51176 22.88809 0.139 0.382 -0.118 1.25
H -22.91123 -8.12149 23.01099 0.047 0.505 0.067 0.25
H -20.80840 -11.71398 23.84665 1.752 -1.002 0.380 0.08
H -23.03303 -12.83747 24.05383 0.242 -0.646 0.216 0.96
H -21.50067 -7.46117 24.99465 1.154 -0.484 -0.088 -0.30
H -19.17619 -6.69702 26.04146 -0.563 0.050 0.017 0.50
H -17.10948 -9.39669 23.96003 0.729 -0.439 -0.639 0.95
H -19.22430 -10.40163 22.83192 0.558 -0.290 -0.364 -0.22
H -17.04804 -7.28897 26.60565 -0.186 0.015 0.156 -0.47
H -16.34278 -7.01316 25.02829 0.143 1.135 -0.955 -0.01
H -16.25349 -8.56782 25.65242 -0.182 -0.107 0.378 0.01
C -25.51664 -4.41710 25.08748 0.795 -0.739 -2.159 -0.84
N -24.09913 -4.11651 24.70228 -0.501 -0.989 -1.645 0.18
C -23.12605 -4.21674 25.57587 0.372 -0.310 2.174 -0.53
C -21.78909 -4.15743 25.21899 -1.333 0.155 0.567 -1.54
C -21.46844 -4.07669 23.88401 1.494 0.404 -0.312 1.05
C -22.46966 -4.04187 22.93514 -1.144 -0.483 0.929 -0.42
C -23.76390 -4.12265 23.38883 -0.304 0.945 -0.206 -0.69
C -20.01598 -4.01178 23.52806 -0.298 -0.418 0.392 0.68
C -19.49254 -3.84742 22.26193 0.429 0.629 -0.291 -0.58
C -18.12376 -3.76691 22.14209 0.927 0.403 -1.178 -0.36
N -17.27969 -3.74122 23.18664 -1.412 -1.349 0.086 0.32
C -17.75709 -4.06879 24.39435 -1.131 0.173 0.695 -0.57
C -19.12320 -4.21091 24.57507 0.572 0.232 -1.783 1.41
C -15.85209 -3.58336 23.03157 -0.363 0.916 -0.257 -1.18
H -26.16259 -3.92100 24.37575 -0.079 0.648 0.072 0.36
H -25.64826 -4.07459 26.07893 -0.406 -0.159 0.940 0.29
H -25.67443 -5.49030 24.84330 0.113 0.550 1.021 0.30
H -23.46544 -4.44980 26.60287 0.463 0.415 -0.643 0.44
H -21.07916 -4.16706 26.02818 0.060 -0.084 0.121 1.34
H -22.33199 -4.09681 21.88589 0.383 0.123 -0.887 0.53
H -24.58143 -4.09239 22.69186 -0.233 -0.181 -0.078 0.41
H -20.04965 -3.65872 21.35804 -0.396 -0.446 -0.036 0.56
H -17.63401 -3.71391 21.15178 -0.403 0.149 0.744 0.35
H -17.11290 -4.18211 25.26306 0.305 0.067 -0.229 0.72
H -19.52425 -4.47909 25.50372 0.476 -0.169 1.068 -1.65
H -15.38804 -4.30014 23.67629 0.590 0.018 0.223 0.36
H -15.70619 -2.54531 23.27822 0.757 0.329 0.410 0.31
H -15.57283 -3.72120 22.00626 0.131 -0.363 -0.373 0.47
B -24.26003 -7.47688 25.74289 -1.323 0.982 -0.421 -0.05
F -25.38211 -7.68456 24.92678 -0.526 0.329 -0.133 -0.37
F -23.27968 -6.89003 24.90556 0.186 0.470 0.450 -0.11
F -24.62003 -6.53143 26.79077 0.683 -0.882 -0.551 -0.39
F -23.86571 -8.69488 26.18243 0.895 -0.787 1.079 0.10
B -26.57737 -10.66450 20.43810 -1.334 0.616 -0.539 0.25
F -27.18416 -11.81069 20.90393 0.225 -0.323 0.390 -0.36
F -27.45158 -10.10390 19.43020 1.198 -0.306 -0.051 -0.41
F -26.52442 -9.64776 21.43086 0.402 -0.233 0.201 -0.28
F -25.25513 -10.94987 19.99809 -0.695 -0.052 -0.079 -0.25
B -17.48806 -10.57487 28.85443 0.251 -2.485 1.596 -0.57
F -17.75495 -9.79440 27.78301 0.342 0.817 -1.289 0.42
F -17.55434 -11.98413 28.50248 0.025 0.552 -0.431 -0.22
F -16.26934 -10.41668 29.52450 0.458 0.725 -0.638 -0.17
F -18.48348 -10.38555 29.80595 -0.936 0.494 0.739 -0.22
B -15.49685 -6.64239 22.62415 -1.371 -0.474 -2.054 -0.66
F -15.47688 -8.03361 22.48981 0.592 -0.380 -0.164 -0.18
F -15.01514 -5.90777 21.52536 0.540 -0.457 -0.118 -0.35
F -16.88445 -6.31545 22.65923 -0.483 0.218 0.707 0.00
F -14.84396 -6.28100 23.74903 0.828 0.531 1.596 0.02
C -12.99046 -5.93451 26.54244 -0.413 0.698 2.264 -1.07
C -12.88631 -7.27432 27.21412 1.407 -0.527 0.255 0.85
O -11.83246 -7.51425 27.91284 -1.357 0.325 -0.864 -0.87
O -13.84182 -8.06077 27.06202 -0.560 -0.609 0.055 -0.29
H -13.89253 -5.46503 26.98674 0.488 0.112 -0.118 -0.02
H -13.15573 -5.85373 25.51493 -0.093 -0.571 -1.742 0.26
H -12.10166 -5.42003 26.84518 0.359 0.809 -0.047 0.39
C -20.30374 -7.14697 20.47050 -0.643 1.608 -0.100 0.79
C -21.55147 -6.16443 20.78442 0.754 -1.204 0.657 0.96
O -21.79620 -5.17600 20.05962 0.184 -0.080 -0.280 -0.87
O -22.21773 -6.49967 21.81063 0.341 0.010 -0.625 -1.02
H -20.69279 -8.01485 19.93004 0.419 0.279 0.329 -1.23
H -19.88360 -7.43954 21.43219 -0.041 -0.203 -0.087 -0.46
H -19.50056 -6.65804 19.87387 -0.675 -0.275 0.276 0.52
C -23.85283 -15.24302 26.09489 -0.062 0.711 -1.021 -1.50
C -23.13123 -13.89998 26.30088 1.330 -1.693 -0.609 0.92
O -23.80911 -12.90321 26.51273 -0.541 1.243 0.441 -0.58
O -21.86207 -13.95960 26.15594 -0.173 0.526 0.241 -0.82
H -23.36330 -15.83915 25.32334 0.290 0.002 0.167 0.29
H -24.83150 -14.98716 25.68424 -0.295 -0.379 0.571 0.36
H -23.86634 -15.81521 27.00704 -0.341 -0.170 0.347 0.38
C -18.53786 -2.69845 28.57392 1.220 1.305 1.942 -1.90
C -18.15218 -3.87379 27.78276 0.146 -2.397 -2.005 0.88
O -19.11187 -4.54294 27.24737 0.577 0.503 1.169 -0.47
O -16.93465 -4.19723 27.61903 -0.837 0.667 0.459 -0.55
H -19.30636 -2.88116 29.29087 -1.086 -0.427 0.039 0.35
H -18.77149 -1.80057 28.03293 -0.341 0.155 -0.722 0.38
H -17.72301 -2.38663 29.23636 0.361 -0.072 -0.287 0.41
C -19.50903 -11.32335 19.22752 0.813 -1.087 0.872 -0.83
C -19.09653 -11.89168 20.63105 -2.066 1.202 -0.539 0.73
O -19.96224 -12.65969 21.15719 0.773 -0.071 0.042 -0.71
O -18.10059 -11.38274 21.17415 0.504 -0.512 0.320 -0.67
H -18.60031 -10.96758 18.77109 0.174 0.101 -0.557 0.37
H -20.17550 -10.48740 19.36066 -0.300 0.257 0.222 -0.03
H -20.01444 -12.10928 18.66824 0.060 0.149 -0.192 0.35
```
Positions in Å, forces in eV/Å.

Calculated values
Energy ... -154484.7722 eV
Kohn-Sham gap ... 6.65 eV
HOMO level ... -8.23 eV